Computed, not measured: an isolated molecule of C4H5NO in a non-equilibrium geometry, with wB97M-V/def2-TZVPD.

Kohn-Sham gap (spin up / spin down): 7.644 / 7.645 eV
Total energy: -285.204034 Ha
Highest occupied orbital energy (spin up / spin down): -9.2 / -9.2 eV

The geometry in ORCA input format:
```
! RIJCOSX wB97M-V def2-TZVPD def2/J DEFGRID3
* xyz 0 1
N -2.11248 1.10573 1.93019
C -1.38988 0.42961 1.32997
C -0.69981 -0.49270 0.38399
C 0.04886 0.22033 -0.76517
C 1.40338 0.37943 -0.45470
O 0.31717 -1.30498 0.78725
H -1.54988 -1.04837 -0.05579
H 0.44527 -0.96200 -0.84603
H -0.38276 0.82303 -1.57952
H 2.10967 0.47503 -1.27954
H 1.81047 0.37489 0.54935
*
```

The molecule's Mulliken atomic charges, reported in e, are given here:
1. N -0.417
2. C -0.022
3. C 0.439
4. C -0.501
5. C -0.254
6. O -0.753
7. H 0.245
8. H 0.342
9. H 0.372
10. H 0.276
11. H 0.273

***

Computed, not measured: a cluster of 2 separate species, C3HNO3 in total in a non-equilibrium geometry, with wB97M-V/def2-TZVPD.

Kohn-Sham gap: 7.948 eV
Total energy: -395.288131 Ha
Highest occupied orbital energy: -9.2 eV

The geometry in ORCA input format:
```
! RIJCOSX wB97M-V def2-TZVPD def2/J DEFGRID3
* xyz 0 1
C -2.37933 -0.97406 0.62917
C 0.02561 -0.71643 -0.10493
C 1.60261 1.66036 -0.49551
N -1.13743 -0.90711 0.02227
O 1.13953 -0.66593 -0.41060
O 1.59612 1.92636 -1.58554
O 1.53061 1.55427 0.64193
H -2.37772 -1.87746 1.30320
*
```

The molecule's Mulliken atomic charges, reported in e, are given here:
1. C -0.201
2. C 0.579
3. C 0.723
4. N -0.090
5. O -0.452
6. O -0.327
7. O -0.394
8. H 0.161

***

Computed, not measured: a structure of composition C24H17Br4N3O3S3Zn, with wB97M-V/def2-TZVPD.

Kohn-Sham gap: 6.252 eV
Total energy: -14584.904466 Ha
Highest occupied orbital energy: -2.4 eV

The geometry in ORCA input format:
```
! RIJCOSX wB97M-V def2-TZVPD def2/J DEFGRID3
* xyz -2 1
Zn -1.22659 0.28045 0.80264
S 0.52180 -0.35311 2.37752
C 0.22967 1.24651 2.97464
S -1.02491 2.15680 2.20115
C 0.94106 1.75961 4.05469
C 1.95691 1.00935 4.70991
N 2.78631 0.43334 5.26960
C 0.69501 3.06134 4.57364
N 0.53246 4.11393 5.01905
Br -5.91690 -3.15373 -2.87600
C -4.33620 -2.25050 -2.33434
C -3.36816 -1.91199 -3.25937
Br -3.56478 -2.38495 -5.08453
C -2.23470 -1.19164 -2.84226
Br -0.84474 -0.74502 -4.04571
C -2.06319 -0.77744 -1.52649
O -1.03179 -0.09284 -1.11140
C -3.06180 -1.15643 -0.55038
O -2.87465 -0.81588 0.68963
C -4.16172 -1.89192 -0.98872
Br -5.36589 -2.46744 0.35861
C -3.23832 -5.51410 -1.16665
C -1.99228 -4.68414 -1.03087
C -1.72041 -4.00018 0.15352
C -0.58857 -3.21294 0.28338
C 0.29221 -3.11152 -0.78626
C 0.03442 -3.76426 -1.97935
C -1.10587 -4.54820 -2.09296
S 1.74278 -2.06606 -0.72357
C 2.60801 -2.95260 0.58129
O 2.51009 -2.32919 -1.97580
H -3.57933 -5.87637 -0.19617
H -3.07338 -6.37276 -1.82040
H -4.05105 -4.92576 -1.59602
H -2.42303 -4.05614 0.97696
H -0.41915 -2.67324 1.20758
H 0.72548 -3.64262 -2.80190
H -1.31695 -5.04941 -3.03182
H 2.77076 -3.97849 0.25270
H 2.02403 -2.90842 1.50069
H 3.55260 -2.43356 0.73453
N 1.51081 1.58200 -0.29566
C 1.80257 2.36733 -1.37393
C 1.71079 1.85100 -2.67552
C 1.97964 2.65472 -3.76642
C 2.34803 3.98796 -3.60802
C 2.43327 4.50304 -2.32078
C 2.16364 3.71306 -1.21567
H 1.71318 1.89645 0.63606
H 1.37900 0.59181 -0.41601
H 1.40183 0.82034 -2.80632
H 1.89240 2.23267 -4.76125
H 2.55439 4.61139 -4.46898
H 2.70851 5.54123 -2.17046
H 2.21699 4.13123 -0.21678
*
```

The molecule's Mulliken atomic charges, reported in e, are given here:
1. Zn 0.812
2. S -0.544
3. C 0.810
4. S -0.451
5. C 0.268
6. C 0.050
7. N -0.607
8. C -0.097
9. N -0.596
10. Br -0.148
11. C -0.107
12. C 0.005
13. Br -0.221
14. C -0.054
15. Br -0.095
16. C 0.537
17. O -1.081
18. C 0.967
19. O -0.988
20. C -0.119
21. Br -0.130
22. C -1.405
23. C 0.895
24. C -0.682
25. C -0.494
26. C 0.590
27. C -0.782
28. C -0.510
29. S 0.973
30. C -1.243
31. O -0.787
32. H 0.350
33. H 0.435
34. H 0.114
35. H 0.328
36. H 0.122
37. H 0.510
38. H 0.363
39. H 0.400
40. H 0.359
41. H 0.389
42. N -0.140
43. C 0.454
44. C 0.087
45. C -0.550
46. C -0.499
47. C -0.477
48. C -0.508
49. H 0.144
50. H -0.181
51. H 0.147
52. H 0.349
53. H 0.345
54. H 0.330
55. H 0.361

***

Computed, not measured: an isolated molecule of C20H24N2O2S, with wB97M-V/def2-TZVPD.

Kohn-Sham gap: 8.572 eV
Total energy: -1434.747580 Ha
Highest occupied orbital energy: -8.2 eV
SMILES: Cc1cc(N2C[C@@H](C(=O)NCc3cccs3)CC2=O)ccc1C(C)C

The geometry in ORCA input format:
```
! RIJCOSX wB97M-V def2-TZVPD def2/J DEFGRID3
* xyz 0 1
C 4.99387 1.19098 -0.55894
C 3.66706 0.53868 -0.29715
C 2.53086 1.33426 -0.30737
C 1.26618 0.80881 -0.06508
C 1.15224 -0.55517 0.18732
C 2.28239 -1.34860 0.18859
C 3.54896 -0.83236 -0.05106
C 4.74360 -1.75891 -0.03511
C 4.61301 -2.83064 -1.12052
H 4.48749 -2.36671 -2.09666
H 3.75582 -3.47281 -0.93500
H 5.50619 -3.45151 -1.14474
H 5.64649 -1.18250 -0.24642
C 4.91374 -2.40007 1.34447
H 5.81250 -3.01300 1.36589
H 4.06357 -3.03146 1.58958
H 5.00005 -1.63172 2.10973
H 2.16579 -2.40351 0.38774
H 0.19489 -1.00648 0.39550
N 0.12540 1.62631 -0.09191
C 0.09199 2.98083 0.08054
O 1.03793 3.71582 0.23557
C -1.36356 3.41420 0.05087
C -2.10825 2.23484 -0.56182
H -2.17729 2.34031 -1.64774
C -3.49429 2.03112 0.04193
O -3.77899 2.37186 1.16812
N -4.36902 1.42241 -0.79017
H -4.05068 1.06183 -1.67588
C -5.67565 0.98125 -0.33118
C -5.64674 -0.46060 0.05775
C -5.31481 -0.99102 1.26546
C -5.31812 -2.40433 1.26846
C -5.64306 -2.92768 0.06039
S -5.95336 -1.70788 -1.11018
H -5.72434 -3.95791 -0.22378
H -5.09066 -3.00044 2.13375
H -5.07991 -0.38669 2.12308
H -5.91777 1.59341 0.54139
H -6.40736 1.15708 -1.12339
C -1.19967 1.04744 -0.19844
H -1.51193 0.61765 0.76292
H -1.21309 0.26267 -0.95945
H -1.70392 3.57254 1.07836
H -1.48269 4.34730 -0.49593
H 2.62989 2.39019 -0.49463
H 4.86191 2.25892 -0.71004
H 5.46467 0.77393 -1.44858
H 5.66871 1.04736 0.28378
*
```

The molecule's Mulliken atomic charges, reported in e, are given here:
1. C -1.930
2. C 0.702
3. C -0.489
4. C 0.512
5. C -1.298
6. C -0.556
7. C 0.993
8. C 0.272
9. C -1.524
10. H 0.353
11. H 0.292
12. H 0.449
13. H 0.456
14. C -1.519
15. H 0.445
16. H 0.296
17. H 0.365
18. H 0.301
19. H 0.429
20. N 0.167
21. C 0.461
22. O -0.669
23. C -0.967
24. C 0.314
25. H 0.474
26. C 0.124
27. O -0.662
28. N -0.101
29. H 0.294
30. C -1.137
31. C 0.505
32. C -0.355
33. C -0.624
34. C -0.401
35. S -0.148
36. H 0.428
37. H 0.389
38. H 0.479
39. H 0.317
40. H 0.470
41. C -1.118
42. H 0.403
43. H 0.499
44. H 0.305
45. H 0.440
46. H 0.444
47. H 0.383
48. H 0.368
49. H 0.370

***

Computed, not measured: an isolated molecule of C3H7ClN2O in a non-equilibrium geometry, with wB97M-V/def2-TZVPD.

Kohn-Sham gap: 9.484 eV
Total energy: -763.353529 Ha
Highest occupied orbital energy: -9.3 eV
SMILES: CN(C)N(Cl)C=O

The geometry in ORCA input format:
```
! RIJCOSX wB97M-V def2-TZVPD def2/J DEFGRID3
* xyz 0 1
C 1.75164 1.07121 0.08353
C -0.68375 -0.05136 1.25656
C -1.14741 -0.49842 -1.23807
N 1.06256 -0.05691 -0.39528
N -0.25103 0.01629 -0.15550
O 2.89095 1.13426 0.35672
Cl 1.99823 -1.68793 -0.29096
H 1.04244 1.82698 0.16590
H -0.07269 0.72351 1.73030
H -1.82063 0.31746 1.37840
H -0.61982 -1.07357 1.65003
H -0.61350 -0.83908 -2.09245
H -1.86822 -1.23878 -0.85283
H -1.66875 0.35635 -1.59636
*
```

The molecule's Mulliken atomic charges, reported in e, are given here:
1. C -0.099
2. C -0.813
3. C -0.938
4. N -0.181
5. N 0.208
6. O -0.470
7. Cl -0.147
8. H 0.533
9. H 0.349
10. H 0.284
11. H 0.295
12. H 0.341
13. H 0.304
14. H 0.334

***

Computed, not measured: a structure of composition C2H2OS in a non-equilibrium geometry, with wB97M-V/def2-TZVPD.

Kohn-Sham gap: 8.311 eV
Total energy: -550.683542 Ha
Highest occupied orbital energy: -9.1 eV

The geometry in ORCA input format:
```
! RIJCOSX wB97M-V def2-TZVPD def2/J DEFGRID3
* xyz 0 1
C 0.25641 0.56872 0.06737
C 0.45581 -0.72860 0.17546
O -0.95525 0.96448 -0.35777
S -1.64155 -0.60471 -0.70338
H 1.01092 1.44465 0.44015
H 0.87366 -1.64455 0.37817
*
```

The molecule's Mulliken atomic charges, reported in e, are given here:
1. C -0.206
2. C -0.135
3. O -0.266
4. S -0.090
5. H 0.223
6. H 0.474